# C11H19GaN3OSSbSe4

C11H19GaN3OSSbSe4 as an isolated structure (the ωB97M-V functional and the def2-TZVPD basis, OMol25).

Results
Highest occupied orbital energy = -7.212 eV
Energy above the lowest of the compared OMol25 structures with the same formula, charge and spin = 4.81 kJ/mol
Energy = -12839.156747 Eh
Spin multiplicity = 1
Total charge = 0

Structure (XYZ):
```
41
Properties=species:S:1:pos:R:3:forces:R:3
Ga 0.7839 0.2571 0.0616 -0.56 -0.27 -0.19
O 0.7637 -0.3668 2.3966 -0.19 0.44 0.20
C 0.5827 -1.6583 2.9369 -0.21 -0.66 0.24
C -0.8923 -2.0523 2.9684 0.19 0.24 -0.16
C -1.5644 -1.7945 1.6112 0.02 0.07 0.18
C -0.8650 -2.5197 0.5018 -0.29 -0.24 0.04
C -1.1445 -3.8541 0.2290 0.02 0.09 -0.04
C -0.4795 -4.5014 -0.7988 0.05 0.13 -0.01
C 0.4577 -3.7951 -1.5337 -0.17 -0.05 0.20
C 0.6965 -2.4801 -1.1908 0.43 -0.02 -0.45
N 0.0574 -1.8572 -0.2026 0.08 0.66 0.43
H 0.4770 0.2996 3.0349 0.07 0.01 -0.10
H 1.0221 -1.7138 3.9389 0.00 -0.04 -0.14
H 1.1360 -2.3343 2.2795 0.05 0.09 0.11
H -1.4211 -1.4733 3.7290 0.00 -0.05 0.08
H -0.9601 -3.1070 3.2343 -0.06 -0.07 0.06
H -1.5425 -0.7193 1.4028 -0.12 -0.15 0.00
H -2.6103 -2.1039 1.6680 0.06 0.02 -0.08
H -1.8920 -4.3737 0.8095 -0.07 0.01 0.08
H -0.6972 -5.5349 -1.0232 -0.02 -0.08 -0.02
H 0.9977 -4.2341 -2.3566 0.09 -0.03 -0.04
H 1.4402 -1.9215 -1.7526 -0.04 0.06 0.10
C 1.0323 4.5505 -1.5669 -0.05 0.13 -0.28
N 0.7720 3.6965 -0.4278 -0.05 0.07 0.15
C -0.3817 3.0907 -0.1942 0.27 0.46 -0.19
S -0.5134 2.0337 1.1560 0.03 -0.70 0.35
N -1.4312 3.3283 -0.9713 0.41 0.39 -0.16
C -2.7138 2.6803 -0.8655 -0.44 -0.35 0.22
H 2.0607 4.9010 -1.5088 -0.16 -0.07 -0.01
H 0.3565 5.4073 -1.5687 -0.06 0.08 0.06
H 0.9287 3.9918 -2.5028 0.04 -0.03 0.09
H 1.5596 3.4655 0.1666 -0.22 -0.17 -0.08
H -1.2981 3.9305 -1.7714 0.12 -0.09 0.09
H -2.5933 1.6644 -0.4829 0.00 0.17 -0.13
H -3.1672 2.6325 -1.8533 0.03 0.03 0.00
H -3.3776 3.2242 -0.1885 0.03 -0.04 -0.07
Se 3.9930 2.9072 -2.4342 0.01 -0.45 0.02
Sb 3.1450 0.6811 -2.0828 -0.27 -0.06 0.09
Se 0.4665 0.8065 -2.2230 0.64 -0.14 -0.13
Se 3.0346 0.2342 0.5181 0.42 0.15 -0.61
Se 3.7832 -1.3892 -3.1422 -0.05 0.45 0.12
```
Forces are in eV/Å.



# C11H19I2N3O6P2S

A 2-piece molecular cluster, C11H19I2N3O6P2S overall at a distorted geometry (the ωB97M-V functional and the def2-TZVPD basis, OMol25).

Results
Highest occupied orbital energy = -6.684 eV
Energy above the lowest of the compared OMol25 structures with the same formula, charge and spin = 1047.49 kJ/mol
Energy = -2721.961074 Eh
Spin multiplicity = 1
Total charge = 0

Structure (XYZ):
```
44
Properties=species:S:1:pos:R:3:forces:R:3
C 2.9520 -0.6860 4.2041 -1.36 0.22 0.42
C 2.2154 0.7594 3.8156 1.56 -0.32 2.49
N 2.2794 1.1328 2.3726 -2.08 0.58 -1.48
C 0.9788 1.0916 1.6265 -2.53 1.82 0.64
C -0.2278 2.0049 2.3392 -1.70 -2.19 -4.06
C -1.6988 2.0807 1.6502 4.25 -2.30 -1.80
C -1.8781 1.2661 0.1991 3.92 1.40 3.58
P -3.6283 1.4577 -0.5350 -2.31 0.81 -1.40
O -3.5984 2.7019 -1.8052 -0.09 -0.79 3.86
O -4.7258 2.1460 0.6852 3.24 0.94 -2.00
S -4.4933 -0.1719 -1.1226 1.04 1.07 0.49
C -0.5959 0.4429 -0.4256 -2.55 1.62 3.08
P -0.8893 -0.3955 -2.1696 0.13 0.21 -2.13
C -1.7003 -2.1236 -1.7604 -0.16 -0.17 1.93
O -1.9329 0.5669 -3.1749 0.94 -2.37 2.62
N 0.7795 0.3404 0.2911 -3.52 2.27 2.48
C 1.8274 -0.4474 -0.4223 1.25 -1.45 -1.04
I 2.6343 0.9346 -1.9843 -2.75 -0.45 -1.27
C 3.1238 -1.0193 0.3525 0.26 -1.48 0.50
C 3.6848 -2.4591 -0.2913 0.21 0.57 -0.98
I 4.8142 0.4038 0.0328 1.03 -1.39 2.82
H 2.4444 -1.5583 3.5857 1.31 1.74 1.16
H 4.1173 -0.6503 4.1146 -2.36 -0.13 -0.02
H 2.6275 -0.8876 5.3356 0.95 0.43 -2.43
H 1.1688 0.7129 4.3216 1.61 0.26 -1.37
H 2.8455 1.5791 4.4136 -1.50 -1.69 -1.32
H 2.7287 2.0846 2.2210 -0.84 -1.79 0.15
H -0.0560 2.5937 3.3371 0.01 -1.49 -2.21
H -2.5494 2.6898 2.1704 1.69 -1.40 -1.19
H -3.8286 3.5879 -1.3871 0.44 -1.44 -0.85
H -4.5845 3.1394 0.6936 -0.40 -1.47 0.16
H -2.4713 -2.4316 -2.5850 1.55 0.72 1.39
H -0.8217 -2.9162 -1.6080 -1.82 1.80 -0.73
H -2.2050 -2.0107 -0.6959 0.68 -0.45 -2.39
H -2.6857 -0.0307 -3.4744 0.15 0.52 -0.20
H 1.4097 -1.4307 -0.9618 0.30 2.70 1.16
H 2.9351 -1.2553 1.4814 0.36 1.06 -2.17
H 2.8491 -3.0645 -0.8473 1.39 1.19 1.17
H 4.4972 -2.1552 -1.1087 -1.78 -1.03 1.84
H 4.1613 -3.1564 0.5281 -0.94 1.67 -1.60
N -3.1258 -1.2167 -5.8531 0.92 0.18 -1.67
O -3.0819 -0.1714 -6.5227 -0.10 0.04 0.21
O -3.7435 -1.2386 -4.7756 -0.40 0.16 1.94
O -2.5520 -2.2401 -6.2609 -0.02 -0.19 0.21
```
Forces are in eV/Å.



# C11H19INO2

A 2-piece molecular cluster, C11H19INO2 overall at a distorted geometry (the ωB97M-V functional and the def2-TZVPD basis, OMol25).

Results
Highest occupied orbital energy (alpha / beta) = -2.326 / -4.391 eV
Energy = -933.314981 Eh
Spin multiplicity = 3
Total charge = -1

Structure (XYZ):
```
34
Properties=species:S:1:pos:R:3:forces:R:3
C -1.0368 2.2429 -1.0199 1.44 -3.88 0.27
C 0.0742 -1.4283 1.2150 -0.49 0.26 1.47
C 1.0040 -0.1938 1.2793 -0.52 -2.39 1.40
C -0.9468 -0.4385 -0.9081 -1.48 2.02 -0.10
C -0.2430 0.8699 -0.6485 -0.92 0.41 0.50
C -0.4011 -1.6363 -0.2247 0.60 -0.26 0.29
C 0.3397 1.0060 0.7189 -0.74 1.81 2.05
C 0.9569 -1.9436 -0.9215 -2.26 -3.44 0.33
C -1.5353 -2.6614 -0.1839 1.40 -1.00 0.81
C -0.8525 1.3806 1.7354 1.67 1.92 -2.53
C 1.3118 2.1978 0.8166 -0.05 1.94 -1.01
N 1.5283 0.8968 -2.1949 0.58 2.28 -1.16
O -0.3823 3.1559 -1.4411 1.78 2.97 -1.50
O -2.2045 2.1192 -0.7544 -3.04 0.09 0.45
I 0.7424 0.4139 -4.0597 0.43 0.18 0.07
H 0.5223 -2.3814 1.6009 0.18 0.72 -0.58
H -0.7476 -1.3128 1.9763 0.28 0.30 -0.90
H 1.4987 -0.1775 2.2651 -1.05 0.95 0.46
H 1.8966 -0.3636 0.7839 1.63 -0.62 -1.94
H -1.9490 -0.2226 -0.4524 0.31 -0.23 -0.54
H -1.1370 -0.6431 -2.0015 0.24 0.19 1.06
H 0.7806 -2.4081 -1.8652 -0.27 -0.37 -1.07
H 1.5135 -2.7021 -0.3549 0.27 0.48 0.04
H 1.4400 -1.0630 -1.1239 1.45 1.86 -0.09
H -1.9354 -3.0333 -1.0961 -0.04 -0.06 -1.16
H -2.3894 -2.4172 0.4391 0.05 0.75 0.14
H -1.0648 -3.4841 0.3302 -0.10 -1.04 0.15
H -0.3854 1.3385 2.6199 1.88 -0.68 3.76
H -1.6324 0.6978 1.7725 -1.86 -0.67 -0.48
H -1.0236 2.4694 1.7206 -0.99 -0.58 -0.83
H 1.2747 2.8795 1.7300 0.24 -1.53 -0.55
H 0.9155 2.8980 0.0469 0.65 -0.24 0.40
H 2.3562 1.9654 0.4863 -0.71 -0.01 0.58
H 1.7115 1.9792 -2.2863 -0.56 -2.14 0.18
```
Forces are in eV/Å.



# C11H19N2

An isolated ion of composition C11H19N2 and charge +1 at a distorted geometry (the ωB97M-V functional and the def2-TZVPD basis, OMol25).

Results
Highest occupied orbital energy (alpha / beta) = -9.772 / -13.172 eV
Energy above the lowest of the compared OMol25 structures with the same formula, charge and spin = 14.04 kJ/mol
Energy = -539.590490 Eh
Spin multiplicity = 3
Total charge = +1

Structure (XYZ):
```
32
Properties=species:S:1:pos:R:3:forces:R:3
C 0.5422 -0.6371 0.3196 -0.60 1.65 -0.69
C 0.5731 0.6952 -0.1111 0.23 -3.10 1.05
C 2.6477 -0.0913 -0.1007 1.72 1.35 0.43
C -0.5649 -1.6172 0.5456 0.83 -0.69 -0.54
C -1.9673 -1.1431 0.9671 -0.19 0.99 0.46
C -2.6550 1.1412 0.2945 2.45 -0.69 1.05
C -2.8035 -0.2914 -0.0057 3.34 0.84 -1.91
C -3.7473 2.1078 0.2060 3.62 3.03 2.40
C -2.3804 -0.4176 -1.5786 -1.30 -2.23 0.54
C 4.7855 1.4122 -0.0328 0.08 -0.30 -1.04
C 4.1299 0.0152 -0.0769 1.81 -0.68 -2.18
N 1.8861 -1.0858 0.2747 -2.34 1.13 0.08
N 1.8818 0.9654 -0.3743 -1.30 -3.08 0.96
H -0.5452 -2.1685 -0.4672 -0.74 0.48 1.51
H -0.1742 -2.3522 1.2882 -0.44 0.38 -0.39
H -2.5403 -1.9992 0.9585 -0.90 -2.51 0.29
H -2.1518 -0.7713 2.0384 1.11 -0.24 -1.51
H -1.4661 1.3388 0.4697 -2.82 0.40 -0.35
H -3.7713 -0.6794 -0.0840 -1.76 -0.11 0.64
H -4.5916 1.6711 -0.1632 -2.56 -0.83 -0.55
H -3.3871 2.9038 -0.4201 -0.23 0.48 -1.15
H -3.8010 2.7902 1.1472 -0.72 -1.63 -0.94
H -3.0248 -1.2753 -1.9745 1.03 0.86 0.26
H -1.3236 -0.6585 -1.8859 -1.02 0.83 0.51
H -2.8487 0.4630 -1.9976 0.61 0.24 -0.63
H 4.7654 1.8289 0.9544 -0.01 0.07 0.65
H 4.1471 2.0439 -0.6374 0.73 0.73 -0.54
H 5.8789 1.3755 -0.3719 -1.84 0.09 0.22
H 4.6435 -0.4408 0.7386 -0.47 -1.32 0.71
H 4.4799 -0.5272 -1.0323 -0.31 0.72 1.35
H 2.1394 -2.0201 0.4940 0.53 -0.64 0.26
H 2.2680 1.7916 -0.5869 1.43 3.76 -0.96
```
Forces are in eV/Å.



# C11H19N2O7ScSe

C11H19N2O7ScSe as an isolated structure at a distorted geometry (the ωB97M-V functional and the def2-TZVPD basis, OMol25).

Results
Highest occupied orbital energy = -8.890 eV
Energy above the lowest of the compared OMol25 structures with the same formula, charge and spin = 2.56 kJ/mol
Energy = -4229.099243 Eh
Spin multiplicity = 1
Total charge = 0

Structure (XYZ):
```
41
Properties=species:S:1:pos:R:3:forces:R:3
Sc -0.1064 0.0981 -0.2712 0.85 -0.59 -0.44
O 1.8737 -0.2501 0.9475 -0.14 -0.10 -0.07
C 2.0497 0.5674 2.1107 0.15 -0.13 -0.07
C 1.4393 1.9237 1.8570 -0.14 0.19 0.04
N 0.0549 1.7749 1.3844 -0.17 -0.15 0.07
C -0.8442 1.2790 2.4502 0.03 0.21 0.05
C -0.9378 -0.2384 2.5010 0.06 -0.37 -0.63
O -1.1370 -0.8233 3.5343 -0.04 -0.07 0.09
O -0.8193 -0.7931 1.3055 -0.42 -0.15 1.28
C -0.4799 3.0005 0.7721 0.25 0.04 0.24
C -1.5875 2.6540 -0.2072 -0.06 -0.71 -0.27
O -2.4858 3.4095 -0.4653 -0.03 0.11 -0.03
O -1.4309 1.4434 -0.7338 -0.62 1.02 -0.03
H 2.6936 -0.2514 0.4235 0.03 0.03 -0.04
H 1.5826 0.0513 2.9492 -0.07 -0.01 0.00
H 3.1119 0.6677 2.3313 0.02 0.02 0.03
H 1.4815 2.5325 2.7679 0.01 0.03 0.01
H 1.9976 2.4335 1.0727 0.06 0.00 -0.03
H -0.5568 1.6462 3.4374 0.03 0.12 -0.01
H -1.8541 1.6383 2.2421 -0.02 0.00 0.01
H -0.8477 3.7101 1.5153 0.01 0.05 0.01
H 0.3219 3.4681 0.1996 -0.02 0.07 -0.03
C -3.0249 -0.9151 -1.6463 0.10 -0.10 -0.07
O -1.6441 -1.2246 -1.4206 0.10 0.09 0.10
C -1.3590 -2.6129 -1.5636 -0.26 0.05 -0.01
C -0.0261 -2.8633 -0.9049 0.19 0.06 -0.04
O 0.8795 -1.8083 -1.2487 0.03 -0.01 0.14
C 1.4618 -1.9623 -2.5501 -0.14 -0.04 0.06
H -3.6339 -1.4101 -0.8889 -0.04 0.02 0.03
H -3.3103 -1.2644 -2.6400 -0.04 0.00 -0.02
H -3.1278 0.1607 -1.5820 0.01 0.05 0.03
H -1.3667 -2.8640 -2.6271 0.03 -0.03 -0.05
H -2.1277 -3.2068 -1.0619 -0.02 -0.02 0.00
H 0.3867 -3.8271 -1.2052 0.02 -0.04 -0.01
H -0.1237 -2.8353 0.1776 -0.02 0.03 0.05
H 1.8901 -2.9626 -2.6221 0.03 0.00 -0.04
H 2.2362 -1.2136 -2.6516 0.06 0.00 0.00
H 0.7126 -1.8141 -3.3290 -0.01 -0.01 -0.03
Se 1.4859 1.5302 -1.9339 0.48 0.31 -0.27
C 3.1074 0.8327 -1.4158 -0.21 0.01 -0.04
N 4.0646 0.3191 -1.0100 -0.09 0.07 0.00
```
Forces are in eV/Å.



# C11H19N3O2S

The molecule C11H19N3O2S at a distorted geometry (the ωB97M-V functional and the def2-TZVPD basis, OMol25).

Results
Highest occupied orbital energy = -8.927 eV
Energy above the lowest of the compared OMol25 structures with the same formula, charge and spin = 4.68 kJ/mol
Energy = -1143.506083 Eh
Spin multiplicity = 1
Total charge = 0

Structure (XYZ):
```
36
Properties=species:S:1:pos:R:3:forces:R:3
C 2.5546 2.4998 -0.9802 0.11 -0.16 -0.08
C 3.6183 1.4496 -1.2782 0.07 0.12 0.07
C 4.6249 1.2703 -0.1415 -0.19 -0.01 -0.02
C 4.0613 0.6595 1.1420 0.25 -0.12 -0.14
C 3.6633 -0.8158 1.0037 0.16 0.22 0.27
C 2.3607 -1.0253 0.3300 -0.69 0.26 0.37
N 2.1731 -1.8102 -0.6671 1.48 -0.22 0.16
N 0.9168 -1.8677 -1.0983 -1.61 -0.13 -0.66
C 0.1183 -1.1183 -0.4164 0.59 0.46 0.76
N -1.2201 -1.0121 -0.6797 -0.47 -0.10 -0.26
C -2.0606 -0.2136 0.0518 -0.12 -0.21 -0.29
O -1.7081 0.4645 0.9811 -0.08 0.21 0.24
O -3.3074 -0.3056 -0.4200 0.09 -0.19 -0.21
C -4.2870 0.4825 0.2640 -0.36 0.24 0.20
C -5.6360 0.2531 -0.4006 0.31 0.02 0.12
C -6.7283 1.0638 0.2838 0.18 -0.13 -0.11
S 0.8792 -0.2360 0.8824 0.49 -0.61 -0.53
H 1.9141 2.6416 -1.8481 -0.11 0.07 -0.03
H 3.0189 3.4537 -0.7376 0.02 0.15 0.03
H 1.9256 2.2036 -0.1446 -0.09 0.05 0.06
H 4.1688 1.7554 -2.1714 -0.02 -0.07 -0.04
H 3.1444 0.4940 -1.5033 0.03 0.01 -0.14
H 5.4421 0.6371 -0.4955 0.09 0.02 0.05
H 5.0489 2.2478 0.1034 0.09 0.01 -0.03
H 3.2012 1.2341 1.4887 0.01 0.10 0.13
H 4.8328 0.7269 1.9123 -0.09 0.04 0.06
H 4.4231 -1.3649 0.4451 -0.04 -0.06 0.03
H 3.5927 -1.2515 2.0048 0.08 -0.06 -0.04
H -1.5881 -1.5536 -1.4488 0.03 0.05 0.08
H -4.3087 0.1861 1.3185 0.01 0.06 -0.12
H -3.9937 1.5369 0.2136 -0.03 -0.13 0.03
H -5.5624 0.5350 -1.4520 0.00 -0.06 -0.04
H -5.8739 -0.8107 -0.3549 0.01 -0.03 -0.06
H -6.5049 2.1267 0.2332 -0.04 0.14 0.02
H -6.8158 0.7816 1.3302 -0.07 0.01 0.13
H -7.6848 0.8893 -0.2012 -0.10 0.04 0.01
```
Forces are in eV/Å.